One molecule with the formula C4H3N3 at a distorted geometry, computed with the ωB97M-V functional and the def2-TZVPD basis.

Properties
HOMO energy	-8.65	eV
ΔE to the lowest compared entry with this formula, charge and spin	2.112	eV
energy	-8664.299	eV
gap between HOMO and LUMO	0.317	Ha
F_max	1.26	eV/Å

ORCA input file:
```
! wB97M-V def2-TZVPD RIJCOSX def2/J DEFGRID3
* xyz 0 1
N 3.085 -0.580 0.371
C 1.932 -0.487 0.273
C 0.534 -0.277 0.125
N -0.535 -1.094 0.302
C -1.764 -0.525 -0.002
C -1.352 0.751 -0.385
N 0.013 0.880 -0.307
H -0.523 -1.968 0.804
H -1.959 1.606 -0.642
H 0.568 1.692 -0.539
*
```


C22H30Cl3N3O3V as an isolated structure at a distorted geometry, computed with the ωB97M-V functional and the def2-TZVPD basis.

Properties
HOMO energy (spin up / spin down)	-0.95 / -4.98	eV
ΔE to the lowest compared entry with this formula, charge and spin	0.079	eV
energy	-97167.607	eV
gap between HOMO and LUMO (spin up / spin down)	0.118 / 0.267	Ha
F_max	2.87	eV/Å

ORCA input file:
```
! wB97M-V def2-TZVPD RIJCOSX def2/J DEFGRID3
* xyz -1 3
O -8.328 -9.830 -6.145
V -7.644 -10.322 -7.501
C -10.792 -13.629 -7.344
C -10.293 -12.463 -8.218
C -11.432 -11.444 -8.405
O -9.027 -11.975 -7.858
H -10.942 -13.305 -6.314
H -10.070 -14.446 -7.352
H -11.666 -14.087 -7.808
H -10.186 -12.934 -9.194
H -11.806 -11.002 -7.481
H -12.281 -11.903 -8.913
H -11.117 -10.579 -8.990
C -4.494 -7.297 -8.580
C -4.642 -8.189 -7.362
C -4.241 -7.434 -6.106
O -5.964 -8.767 -7.217
H -5.150 -6.427 -8.546
H -4.888 -7.860 -9.426
H -3.514 -6.863 -8.779
H -3.874 -8.962 -7.386
H -3.378 -6.787 -6.256
H -4.184 -7.980 -5.164
H -4.944 -6.632 -5.880
N -8.586 -8.877 -9.020
C -9.272 -9.436 -10.072
C -9.893 -8.722 -11.109
C -9.994 -7.301 -10.989
C -9.164 -6.680 -10.026
C -8.493 -7.483 -9.092
H -9.346 -10.492 -10.287
H -10.475 -9.188 -11.890
H -10.463 -6.675 -11.734
H -9.070 -5.608 -9.939
H -7.940 -6.984 -8.310
N -6.643 -11.117 -9.564
C -6.440 -12.504 -9.737
C -5.492 -13.017 -10.632
C -4.811 -12.163 -11.447
C -5.018 -10.791 -11.337
C -5.985 -10.317 -10.424
H -6.948 -13.194 -9.080
H -5.488 -14.091 -10.741
H -4.160 -12.470 -12.252
H -4.456 -10.063 -11.902
H -6.121 -9.251 -10.323
N -6.158 -12.012 -6.677
C -6.625 -13.163 -6.055
C -5.807 -14.224 -5.659
C -4.439 -14.203 -6.005
C -3.944 -13.078 -6.597
C -4.784 -11.985 -6.835
H -7.693 -13.200 -5.894
H -6.281 -15.061 -5.168
H -3.789 -14.971 -5.611
H -2.886 -12.964 -6.782
H -4.303 -11.157 -7.334
C -5.948 -10.188 -2.841
Cl -5.747 -11.462 -1.566
Cl -5.479 -8.593 -2.270
Cl -7.667 -10.101 -3.291
H -5.348 -10.436 -3.716
*
```


A 9-piece molecular cluster, C38H68N8O8 overall at a distorted geometry, computed with the ωB97M-V functional and the def2-TZVPD basis.

Properties
HOMO energy (spin up / spin down)	-10.95 / -10.95	eV
energy	-68803.230	eV
gap between HOMO and LUMO (spin up / spin down)	0.315 / 0.165	Ha
F_max	4.56	eV/Å

ORCA input file:
```
! wB97M-V def2-TZVPD RIJCOSX def2/J DEFGRID3
* xyz 1 2
C -1.629 -0.097 6.218
C -2.930 -0.806 6.363
N -3.326 -1.311 5.020
C -4.479 -0.758 4.413
C -4.398 0.765 4.091
C -3.004 -2.682 4.669
C -3.836 -3.684 5.405
H -1.731 0.641 5.422
H -0.899 -0.750 5.739
H -1.354 0.369 7.164
H -2.719 -1.743 6.879
H -3.668 -0.143 6.814
H -4.575 -1.258 3.449
H -5.266 -1.101 5.084
H -3.698 1.062 3.310
H -5.395 1.130 3.841
H -4.053 1.162 5.045
H -1.959 -2.909 4.881
H -3.195 -2.815 3.604
H -3.506 -4.692 5.153
H -4.883 -3.663 5.102
H -3.709 -3.507 6.473
C 0.872 0.575 -0.632
C 1.373 0.043 0.750
N 0.407 -0.730 1.567
C -0.959 -0.080 1.483
C -1.048 1.245 2.176
C 0.769 -0.928 2.982
C 1.836 -2.053 3.049
H 0.061 -0.019 -1.053
H 1.651 0.693 -1.386
H 0.416 1.524 -0.349
H 2.182 -0.658 0.544
H 1.782 0.890 1.301
H -1.279 -0.045 0.441
H -1.715 -0.698 1.967
H -0.724 1.217 3.217
H -0.319 1.989 1.856
H -2.034 1.707 2.130
H -0.084 -1.079 3.643
H 1.254 -0.062 3.432
H 2.758 -1.818 2.517
H 1.404 -2.999 2.721
H 2.142 -2.175 4.088
O 0.494 3.586 -4.517
C 1.676 3.429 -4.323
N 2.356 2.908 -5.324
C 2.381 3.676 -3.044
H 3.322 2.632 -5.222
H 1.860 2.678 -6.173
H 1.767 4.273 -2.370
H 3.360 4.125 -3.209
H 2.493 2.699 -2.574
O 4.315 2.499 2.594
C 4.320 2.511 1.387
N 5.124 1.715 0.784
C 3.558 3.585 0.558
H 5.583 1.293 1.578
H 5.457 1.781 -0.167
H 4.452 4.107 0.215
H 2.859 4.205 1.118
H 2.929 3.091 -0.182
O -4.139 -1.179 -0.037
C -3.646 -1.922 -0.808
N -3.674 -3.240 -0.524
C -2.826 -1.439 -1.974
H -4.214 -3.502 0.289
H -2.959 -3.904 -0.786
H -2.086 -0.753 -1.562
H -3.399 -0.823 -2.667
H -2.343 -2.147 -2.648
O 6.275 1.559 -1.929
C 5.999 0.562 -2.494
N 6.823 0.015 -3.406
C 4.698 -0.156 -2.312
H 6.702 -0.985 -3.328
H 7.647 0.511 -3.715
H 3.913 0.595 -2.224
H 4.742 -0.787 -1.424
H 4.401 -0.859 -3.090
O -1.111 -4.683 -0.682
C -0.546 -3.981 0.128
N -1.164 -3.325 1.156
C 0.981 -3.758 -0.091
H -2.166 -3.355 1.276
H -0.644 -2.500 1.418
H 1.221 -3.775 -1.154
H 1.464 -4.520 0.521
H 1.258 -2.800 0.348
O 4.190 0.388 5.274
C 3.063 0.834 5.254
N 2.746 1.884 4.496
C 1.964 0.233 6.079
H 3.422 2.312 3.882
H 1.915 2.451 4.583
H 1.875 -0.851 6.019
H 0.988 0.620 5.784
H 2.127 0.581 7.099
C 1.995 -0.303 -5.610
C 1.671 -0.354 -6.969
C 0.536 0.256 -7.410
C -0.429 0.778 -6.618
C -0.191 0.774 -5.255
C 1.028 0.272 -4.729
C -1.307 1.205 -4.291
O -1.094 1.280 -3.083
C -2.696 1.270 -4.847
C -3.859 1.343 -4.052
C -5.156 1.250 -4.675
C -5.263 1.241 -6.017
C -4.111 1.160 -6.783
C -2.780 1.321 -6.260
C -1.649 1.270 -7.211
O -1.814 1.485 -8.372
H 2.908 -0.754 -5.252
H 2.455 -0.698 -7.627
H 0.260 0.074 -8.438
H 1.292 0.243 -3.682
H -3.718 1.349 -2.982
H -5.937 1.316 -3.931
H -6.211 1.329 -6.526
H -4.264 1.047 -7.846
*
```


C21H40As2FeIN7O3 as an isolated structure, computed with the ωB97M-V functional and the def2-TZVPD basis.

Properties
HOMO energy (spin up / spin down)	-7.29 / -7.28	eV
energy	-203167.531	eV
gap between HOMO and LUMO (spin up / spin down)	0.264 / 0.264	Ha
F_max	0.24	eV/Å

ORCA input file:
```
! wB97M-V def2-TZVPD RIJCOSX def2/J DEFGRID3
* xyz 0 1
Fe 0.316 0.081 1.137
N -1.639 0.019 0.341
C -2.241 -1.318 0.167
C -1.397 -2.152 -0.786
C -0.007 -2.472 -0.226
O 0.246 -3.649 0.056
O 0.809 -1.497 -0.092
H -2.233 0.565 0.959
H -1.685 0.472 -0.573
H -3.259 -1.234 -0.232
H -2.298 -1.793 1.146
H -1.282 -1.601 -1.724
H -1.909 -3.090 -0.998
N -1.401 0.936 3.859
C -0.829 2.001 3.294
N -0.963 3.193 3.876
C -0.401 4.209 3.230
N -0.495 5.430 3.789
N 0.237 4.132 2.047
C 0.313 2.907 1.564
N -0.170 1.801 2.125
C 1.001 2.689 0.270
C 1.652 3.705 -0.409
C 2.327 3.391 -1.577
C 2.311 2.078 -2.021
C 1.624 1.123 -1.288
N 0.983 1.420 -0.159
H -1.761 1.064 4.788
H -1.103 0.009 3.524
H -0.855 5.505 4.722
H 0.023 6.186 3.382
H 1.630 4.703 0.003
H 2.861 4.154 -2.127
H 2.834 1.783 -2.920
H 1.597 0.076 -1.564
C -3.506 -0.252 -4.574
C -2.970 1.171 -4.451
As -1.434 1.279 -3.224
C -1.014 3.191 -3.445
C -0.668 3.665 -4.851
C -0.053 0.493 -4.397
C 0.206 -0.985 -4.119
H -4.400 -0.287 -5.197
H -3.763 -0.665 -3.596
H -2.767 -0.915 -5.026
H -3.738 1.837 -4.049
H -2.681 1.558 -5.430
H -0.196 3.403 -2.754
H -1.886 3.727 -3.061
H 0.213 3.156 -5.242
H -0.457 4.736 -4.859
H -1.488 3.491 -5.549
H 0.858 1.072 -4.233
H -0.350 0.652 -5.436
H 0.546 -1.149 -3.095
H 0.968 -1.381 -4.792
H -0.695 -1.587 -4.255
I 2.453 0.503 4.020
C 2.201 0.122 1.855
H 2.761 -0.803 1.719
H 2.845 0.924 1.480
C 0.208 -2.558 5.120
As 0.205 -2.683 3.201
C 1.959 -3.153 2.615
C -0.993 -4.137 2.836
O -0.427 -1.273 2.555
H 0.620 -3.476 5.537
H -0.820 -2.434 5.461
H 0.811 -1.705 5.421
H 2.118 -4.203 2.865
H 2.684 -2.524 3.127
H 1.978 -3.018 1.536
H -0.676 -5.013 3.401
H -0.963 -4.342 1.768
H -1.993 -3.841 3.151
*
```


C40H37IN7O6OsS as an isolated structure, computed with the ωB97M-V functional and the def2-TZVPD basis.

Properties
HOMO energy (spin up / spin down)	-4.41 / -4.41	eV
ΔE to the lowest compared entry with this formula, charge and spin	0.000	eV
energy	-86202.000	eV
gap between HOMO and LUMO (spin up / spin down)	0.198 / 0.198	Ha
F_max	0.44	eV/Å

ORCA input file:
```
! wB97M-V def2-TZVPD RIJCOSX def2/J DEFGRID3
* xyz -1 1
Os -0.017 0.428 0.776
O 1.682 -3.646 1.887
C 1.113 -3.707 3.109
C 1.358 -4.855 3.863
C 0.801 -5.001 5.116
C -0.015 -4.003 5.647
C -0.254 -2.865 4.906
C 0.304 -2.689 3.636
C 0.030 -1.442 2.886
O 0.532 -1.352 1.665
N -0.611 -0.485 3.475
N -0.715 0.635 2.644
C -1.109 1.720 3.211
C -1.165 3.006 2.560
C -1.698 4.066 3.314
C -1.819 5.337 2.807
C -1.389 5.581 1.499
C -0.859 4.568 0.736
C -0.736 3.257 1.233
O -0.211 2.369 0.404
H 1.348 -2.830 1.460
H 1.986 -5.622 3.430
H 0.996 -5.902 5.684
H -0.461 -4.120 6.625
H -0.882 -2.074 5.293
H -1.379 1.653 4.261
H -2.026 3.854 4.325
H -2.240 6.132 3.407
H -1.476 6.575 1.078
H -0.530 4.745 -0.280
C -3.780 1.896 0.997
C -3.842 1.619 -0.505
C -2.809 2.399 -1.311
C -3.817 0.129 -0.783
C -4.976 -0.405 -1.326
C -5.137 -1.749 -1.604
C -4.075 -2.579 -1.299
C -2.885 -2.128 -0.745
C -1.884 -3.213 -0.390
C -1.854 -3.414 1.125
C -0.510 -3.032 -1.025
C -2.707 -0.729 -0.468
N -1.575 -0.230 0.060
H -3.753 2.967 1.211
H -2.897 1.436 1.435
H -4.653 1.463 1.490
H -4.822 1.963 -0.850
H -1.802 2.090 -1.047
H -2.895 3.471 -1.116
H -2.958 2.230 -2.379
H -5.787 0.282 -1.541
H -6.051 -2.134 -2.035
H -4.161 -3.643 -1.490
H -2.288 -4.135 -0.818
H -1.654 -2.475 1.638
H -1.102 -4.150 1.423
H -2.830 -3.762 1.468
H -0.072 -2.085 -0.741
H -0.592 -3.048 -2.113
H 0.168 -3.835 -0.719
I 2.714 3.064 -0.730
C 2.899 2.149 1.138
C 4.027 2.571 1.839
C 4.356 1.974 3.036
C 3.542 0.956 3.500
C 2.436 0.611 2.757
N 2.080 1.187 1.590
H 4.639 3.354 1.418
H 5.233 2.291 3.585
H 3.743 0.434 4.424
H 1.789 -0.164 3.122
O 3.271 1.674 -9.213
S 3.458 2.192 -7.875
O 2.349 2.963 -7.352
O 4.774 2.749 -7.603
C 3.507 0.704 -6.824
N 4.224 -0.335 -7.261
C 4.314 -1.377 -6.454
C 3.712 -1.421 -5.204
C 2.980 -0.299 -4.854
N 2.866 0.750 -5.661
C 2.262 -0.178 -3.555
C 2.625 -0.904 -2.424
C 1.936 -0.709 -1.248
N 0.919 0.155 -1.135
C 0.564 0.849 -2.223
C 1.204 0.715 -3.438
H 4.890 -2.222 -6.820
H 3.797 -2.288 -4.564
H 3.455 -1.597 -2.439
H 2.214 -1.240 -0.347
H -0.252 1.544 -2.094
H 0.917 1.317 -4.290
*
```


A 2-piece molecular cluster, C33H49Br2F6N4O6S2 overall at a distorted geometry, computed with the ωB97M-V functional and the def2-TZVPD basis.

Properties
HOMO energy	-11.19	eV
energy	-231307.154	eV
gap between HOMO and LUMO	0.294	Ha
F_max	4.02	eV/Å

ORCA input file:
```
! wB97M-V def2-TZVPD RIJCOSX def2/J DEFGRID3
* xyz 1 1
C 0.819 -5.969 4.587
C 0.007 -6.534 3.422
C -0.418 -5.404 2.459
C -0.016 -5.679 0.990
C 0.279 -4.365 0.273
C 0.820 -4.567 -1.157
C 0.008 -3.826 -2.231
C 0.604 -2.457 -2.617
C 0.377 -1.512 -1.444
C 0.748 -0.008 -1.597
C 2.277 -0.033 -1.520
N 0.068 0.670 -0.415
C 0.792 1.868 0.112
S 0.960 1.917 1.942
C 1.258 3.680 2.267
C -0.063 4.424 2.473
C -1.473 0.701 -0.495
C -1.883 2.088 0.088
N -3.308 2.318 0.129
C -2.007 -0.293 0.589
Br -0.723 -1.022 1.838
C -3.243 -0.731 0.860
C -3.581 -1.685 1.968
Br -4.833 -0.283 -0.077
C -2.054 0.412 -1.944
O -2.801 -0.814 -1.929
N -2.858 -1.562 -3.176
O -3.394 -2.553 -2.965
S -3.102 1.725 -2.837
O -2.612 1.692 -4.185
O -2.963 3.081 -2.359
C -4.918 1.349 -3.137
F -5.149 1.662 -4.416
F -5.213 0.038 -3.054
C -5.988 2.186 -2.299
F -6.924 1.314 -1.877
F -5.494 2.819 -1.236
F -6.594 3.076 -3.090
O -1.105 0.088 -2.926
C 0.197 0.663 -2.867
C 0.916 0.228 -4.192
C -0.099 -0.221 -5.236
N -0.417 0.467 -6.244
C 0.187 2.201 -2.905
C 1.511 2.886 -2.762
O 2.560 2.657 -3.304
F 1.419 3.963 -1.932
H 0.389 -5.038 4.939
H 1.847 -5.776 4.301
H 0.805 -6.678 5.410
H -0.870 -7.056 3.785
H 0.612 -7.240 2.867
H 0.075 -4.473 2.728
H -1.488 -5.228 2.499
H -0.859 -6.160 0.499
H 0.841 -6.343 0.947
H 1.030 -3.840 0.862
H -0.641 -3.785 0.282
H 0.723 -5.627 -1.374
H 1.879 -4.337 -1.237
H -0.184 -4.435 -3.106
H -0.970 -3.619 -1.798
H 1.662 -2.632 -2.786
H 0.097 -2.157 -3.522
H 1.012 -1.878 -0.639
H -0.638 -1.667 -1.086
H 2.696 -0.715 -2.241
H 2.575 -0.400 -0.538
H 2.776 0.922 -1.630
H 0.353 -0.025 0.298
H 1.838 1.814 -0.153
H 0.533 2.825 -0.313
H 1.888 3.767 3.141
H 1.799 4.138 1.442
H -0.567 4.603 1.531
H -0.689 3.807 3.108
H 0.099 5.366 2.981
H -1.539 2.156 1.111
H -1.489 2.899 -0.509
H -3.544 3.271 -0.094
H -3.710 2.100 1.027
H -3.050 -2.613 1.786
H -4.635 -1.922 1.970
H -3.331 -1.274 2.938
H 1.407 1.070 -4.657
H 1.652 -0.546 -4.024
H -0.566 -1.194 -5.142
H 0.080 1.359 -6.246
H -0.511 2.635 -2.195
H -0.192 2.477 -3.886
C 5.948 3.872 5.910
C 6.190 5.171 5.484
C 5.931 5.531 4.169
C 5.423 4.594 3.281
C 5.178 3.296 3.709
C 5.444 2.933 5.022
H 6.153 3.592 6.935
H 6.581 5.903 6.178
H 6.126 6.542 3.837
H 5.218 4.876 2.256
H 4.781 2.564 3.015
H 5.258 1.920 5.353
*
```